[1]
Below is 8 unconnected molecules or ions with the total composition H17O8 at a distorted geometry, with properties calculated with ωB97M-V with the def2-TZVPD basis set.

The geometry in XYZ format:
```
25
H17O8, DFT ωB97M-V with the def2-TZVPD basis set
O -0.03833 0.20152 0.57091
H 0.01057 0.33378 -0.34165
H 0.76000 0.56549 0.87473
H -0.16598 -0.76496 0.92898
O -1.10080 -2.03920 1.52005
H -1.29630 -2.87631 1.33105
H -1.99028 -1.75714 1.85678
O 0.86996 0.54167 -2.10722
H 1.68689 0.21451 -2.40149
H 0.32688 0.30050 -2.86593
O -2.64811 -0.10990 -0.69206
H -3.24467 -0.73073 -0.23245
H -2.72306 0.74803 -0.54317
O 2.37775 -1.48066 0.45724
H 3.20027 -1.31113 1.01919
H 2.55420 -1.35786 -0.33907
O 0.39532 3.20835 -0.05957
H 1.32310 3.03762 -0.21658
H 0.23891 3.46573 0.88348
O -1.80403 -1.84398 -2.53222
H -2.02432 -1.19864 -1.85790
H -2.69544 -2.26256 -2.90739
O 1.80678 1.48650 2.24240
H 1.62750 2.45203 2.60706
H 2.55319 1.17733 2.80482
```

Output
- Frontier orbital gap: 10.66 eV
- Relative energy (zero: lowest compared OMol25 entry of this formula, charge and spin): 75.0 kcal per mole
- E_HOMO: -13.732 eV
- Charge: +1
- Maximum force: 0.2479 Eh/bohr

[2]
Below is a single C3H3N3S molecule at a distorted geometry, with properties calculated with ωB97M-V with the def2-TZVPD basis set.

The geometry in XYZ format:
```
10
C3H3N3S, DFT ωB97M-V with the def2-TZVPD basis set
H 0.41181 2.63962 0.20960
N -0.03158 1.68112 0.06172
C 0.48767 0.51700 -0.14244
C 1.97248 0.09066 -0.28583
N 3.12822 -0.25078 -0.14047
N -0.20201 -0.59650 -0.01754
C -1.52491 -0.86959 0.00765
S -2.76071 0.27956 -0.20116
H 0.34706 -1.50622 0.36360
H -1.82802 -1.98488 0.14487
```

Output
- Structure (SMILES): [H]/N=C(\C#N)NC=S
- Frontier orbital gap: 7.72 eV
- Relative energy (zero: lowest compared OMol25 entry of this formula, charge and spin): 66.5 kcal per mole
- E_HOMO: -8.577 eV
- Maximum force: 0.1449 Eh/bohr

[3]
Below is a gas-phase ion, C2H5NO2PS (charge -1) at a distorted geometry, with properties calculated with ωB97M-V with the def2-TZVPD basis set.

The geometry in XYZ format:
```
12
C2H5NO2PS, DFT ωB97M-V with the def2-TZVPD basis set
O -1.83828 -1.10732 -0.64376
C -1.31543 0.17884 -0.66538
C -0.36045 0.38658 0.55477
N 0.88055 -0.30356 0.36736
O 1.70005 -0.04606 1.48232
P 2.32983 0.55793 -0.17482
S 3.65143 -0.72384 -0.86428
H -1.01893 -1.50614 -0.45858
H -0.62842 0.24742 -1.55698
H -2.12910 1.00074 -0.39399
H -0.24084 1.43710 0.86149
H -1.03042 -0.12169 1.49185
```

Output
- Structure (SMILES): OCCn1op1[S-]
- Frontier orbital gap: 7.80 eV
- Relative energy (zero: lowest compared OMol25 entry of this formula, charge and spin): 56.8 kcal per mole
- E_HOMO: -3.938 eV
- Charge: -1
- Maximum force: 0.0669 Eh/bohr

[4]
Below is a single HN3O4 molecule at a distorted geometry, with properties calculated with ωB97M-V with the def2-TZVPD basis set.

The geometry in XYZ format:
```
8
HN3O4, DFT ωB97M-V with the def2-TZVPD basis set
H -0.69691 -0.54329 -0.12073
N 0.22992 -0.22460 -0.00908
N 0.72793 0.30733 -1.00018
O 0.17348 0.60863 -1.99874
O 2.05476 0.64036 -0.93655
N 2.57891 0.25398 0.42469
O 2.95192 1.20610 0.92050
O 2.64128 -0.90991 0.68187
```

Output
- Structure (SMILES): [H]/N=[N+](\[O-])O[N+](=O)[O-]
- Frontier orbital gap: 10.62 eV
- Relative energy (zero: lowest compared OMol25 entry of this formula, charge and spin): 65.5 kcal per mole
- E_HOMO: -11.031 eV
- Maximum force: 0.0800 Eh/bohr

[5]
Below is 2 unconnected molecules or ions with the total composition C2H2IO2S at a distorted geometry, with properties calculated with ωB97M-V with the def2-TZVPD basis set.

The geometry in XYZ format:
```
8
C2H2IO2S, DFT ωB97M-V with the def2-TZVPD basis set
C 0.18283 2.08840 -0.40426
C 0.15567 -1.16703 0.98640
O 1.24013 1.75058 -0.29620
O -0.78668 2.71165 -0.55416
S -1.30906 -1.19419 -0.01862
I 1.93114 -1.47039 -0.59737
H 0.09990 -0.06975 1.04639
H -1.51393 -2.64926 -0.16217
```

Output
- Frontier orbital gap: 6.21 eV
- Relative energy (zero: lowest compared OMol25 entry of this formula, charge and spin): 26.6 kcal per mole
- E_HOMO: -2.946 eV
- Charge: -1
- Maximum force: 0.0965 Eh/bohr

[6]
Below is a molecular structure, CH3I2NO at a distorted geometry, with properties calculated with ωB97M-V with the def2-TZVPD basis set.

The geometry in XYZ format:
```
8
CH3I2NO, DFT ωB97M-V with the def2-TZVPD basis set
C 1.17577 0.27887 -0.07773
N -1.93707 -0.42889 0.62116
O 0.15495 0.81077 0.51803
I -2.56660 1.16685 -0.39147
I -1.09150 -2.00182 -0.10766
H 0.91383 -0.94394 0.07331
H 2.05611 0.67256 0.52106
H 1.29451 0.44560 -1.15670
```

Output
- Multiplicity: 3
- Frontier orbital gap (alpha / beta): 7.60 / 6.81 eV
- Relative energy (zero: lowest compared OMol25 entry of this formula, charge and spin): 22.9 kcal per mole
- E_HOMO (alpha / beta): -8.284 / -8.803 eV
- Maximum force: 0.0860 Eh/bohr